Molecular formula: C13H44O9
Method: DFT, the ωB97M-V functional and the def2-TZVPD basis

```
66
Properties=species:S:1:pos:R:3:lowdin_spin:R:1
C -2.4838 -0.2406 3.7921 0.14
O -2.2513 -1.0121 2.6574 0.14
H -2.9574 0.6964 3.4989 0.01
H -3.2336 -0.6571 4.4647 0.03
H -1.6002 -0.0989 4.4145 0.02
H -2.4986 -1.9103 2.8889 0.08
C 0.5261 -3.6955 0.0303 0.05
O -0.6108 -2.9099 -0.3725 0.02
H 1.3369 -3.7650 -0.6949 0.01
H 0.8934 -3.3418 0.9937 0.01
H 0.0727 -4.6221 0.3821 0.01
H -0.4353 -1.9664 -0.3514 0.00
C 6.3754 0.5825 1.6582 0.03
O 6.5467 2.0252 1.5606 0.00
H 5.3099 0.3614 1.7199 0.00
H 6.5962 0.0059 0.7599 0.01
H 6.9924 0.1098 2.4223 0.00
H 6.0593 2.3514 2.3206 0.00
C 2.1986 -0.9880 -2.8503 0.02
O 0.8044 -0.5946 -2.5868 0.00
H 2.7887 -0.1856 -2.4075 0.00
H 2.5383 -1.9039 -2.3668 0.01
H 2.2634 -1.0686 -3.9354 0.00
H 0.2492 -1.3776 -2.5703 0.00
C 2.8861 -1.6434 3.5947 0.10
O 3.6180 -1.5455 4.7684 0.03
H 3.4772 -2.1088 2.8059 0.02
H 2.0601 -2.2453 3.9734 0.03
H 2.4667 -0.7141 3.2091 0.00
H 3.9867 -2.4313 4.7994 0.02
C 0.0392 1.4128 -4.6517 0.00
O 0.6361 1.9489 -3.4472 0.00
H 0.7123 0.6178 -4.9729 0.00
H -0.9914 1.0606 -4.6960 0.00
H 0.1380 2.1575 -5.4415 0.00
H 0.7558 1.2516 -2.7982 0.00
C -1.6019 5.8585 -0.0737 0.01
O -2.2906 6.5443 -1.0789 0.00
H -2.2824 5.8550 0.7778 0.00
H -1.2514 4.8501 -0.2933 0.00
H -0.6615 6.2549 0.3092 0.00
H -1.4745 6.9070 -1.4311 0.00
C 1.9110 0.8395 0.9087 0.01
C 0.4796 0.6234 1.5342 0.01
C -0.4685 1.8495 1.6084 0.02
O -0.2426 -0.3108 0.8456 0.01
H 1.8094 1.3256 -0.0616 0.00
H 2.2994 -0.1536 0.6827 0.00
H 2.6007 1.3724 1.5633 0.01
H 0.5012 0.2283 2.5498 0.01
H -0.2039 2.6766 2.2671 0.01
H -1.5037 1.6299 1.8697 0.01
H -0.4136 2.4486 0.6995 0.00
H -0.9998 -0.5226 1.3963 0.01
C -5.1430 -1.9002 -3.2405 0.00
C -3.8352 -1.6727 -2.4715 0.00
C -4.0164 -1.3430 -1.0423 0.02
O -3.1095 -2.8680 -2.6750 0.01
H -5.7299 -0.9825 -3.2797 0.00
H -5.8498 -2.6406 -2.8659 0.00
H -4.9058 -2.2634 -4.2404 0.00
H -3.2004 -0.8991 -2.9035 0.00
H -4.7529 -1.9856 -0.5600 0.01
H -4.3896 -0.3226 -0.9547 0.01
H -3.1376 -1.4674 -0.4096 0.00
H -3.4028 -3.4870 -2.0024 0.00
```

## Properties
<S²> = 0.75
total charge = -1
2S+1 = 2
energy relative to the best compared isomer or geometry (same formula, charge and spin) = 3.311 eV
E = -32615.99319 eV

Molecular formula: C27H44BrKN11O4SSi
Method: DFT, the ωB97M-V functional and the def2-TZVPD basis

```
90
Properties=species:S:1:pos:R:3:nbo_charge:R:1
K 1.4037 0.7384 1.6207 0.90
C 4.9363 -1.4395 -0.7241 -0.26
O 4.9175 -0.0035 -0.6695 -0.50
C 4.3655 0.5170 0.4249 0.89
O 3.9560 -0.1359 1.3652 -0.71
N 4.2864 1.8729 0.3176 -0.48
N 3.8582 2.6291 1.4038 -0.66
H 5.4060 -1.6847 -1.6706 0.21
H 3.9200 -1.8289 -0.6891 0.20
H 5.5133 -1.8417 0.1055 0.20
H 4.6895 2.2987 -0.5038 0.39
H 3.0114 3.1463 1.1942 0.38
H 4.5903 3.2401 1.7382 0.37
S -4.2514 6.0510 3.1915 0.96
N -3.0657 5.5526 4.1626 -0.59
C -2.1642 4.9654 3.3923 0.10
C -0.9275 4.3529 3.8469 -0.09
C -0.5548 4.3283 5.1900 -0.11
C 0.6265 3.7211 5.5425 -0.24
C 1.3923 3.1375 4.5323 0.05
N 1.0505 3.1467 3.2561 -0.45
C -0.0887 3.7582 2.8993 0.16
C -0.4374 3.7865 1.4560 0.25
N 0.4271 3.2355 0.5838 -0.49
C 0.1257 3.2654 -0.7039 0.05
C -1.0342 3.8443 -1.2183 -0.25
C -1.9226 4.4056 -0.3347 -0.11
C -1.6276 4.3809 1.0276 -0.13
C -2.5078 4.9715 2.0217 0.18
N -3.6644 5.5640 1.7718 -0.61
H -1.2020 4.7893 5.9244 0.24
H 0.9581 3.6856 6.5702 0.23
H 2.3264 2.6404 4.7716 0.20
H 0.8494 2.8128 -1.3731 0.20
H -1.2197 3.8414 -2.2831 0.24
H -2.8424 4.8705 -0.6648 0.24
N 3.0666 -1.3179 4.1616 -0.63
N 2.1177 -2.3130 4.3822 -0.41
C 0.8152 -2.2421 4.0517 0.62
N 0.0485 -3.2879 4.3613 -0.78
N 0.4371 -1.0987 3.4658 -0.52
N -0.8325 -0.9607 3.0078 0.63
O -1.6838 -1.8328 3.1084 -0.43
O -1.0618 0.1128 2.4711 -0.44
H 2.7516 -0.4406 4.5593 0.36
H 3.2633 -1.2019 3.1724 0.39
H 2.4358 -3.0848 4.9448 0.39
H 0.4519 -4.1256 4.7432 0.41
H -0.9156 -3.2673 4.0653 0.45
C -0.9782 -4.5108 -1.1902 -0.61
C -0.8469 -3.7202 -2.5031 -0.61
C 0.4278 -4.2293 -3.1933 -0.61
C -2.0543 -4.0696 -3.3911 -0.61
Si -0.7783 -1.8274 -2.2269 2.03
Br 0.6815 -1.5895 -0.4480 -0.44
C 0.0381 -0.8543 -3.6537 -0.62
C -0.6218 -1.2416 -4.9878 -0.61
C -0.1293 0.6599 -3.4524 -0.61
C 1.5495 -1.1137 -3.7546 -0.61
C -2.4151 -1.0718 -1.5889 -0.62
C -2.2064 0.2672 -0.8695 -0.61
C -3.3730 -0.8427 -2.7715 -0.61
C -3.1032 -2.0070 -0.5814 -0.61
H -1.0528 -5.5730 -1.4391 0.21
H -1.8609 -4.2490 -0.6115 0.22
H -0.1038 -4.3842 -0.5523 0.21
H 0.3721 -5.3189 -3.2634 0.22
H 1.3244 -3.9839 -2.6207 0.21
H 0.5446 -3.8465 -4.2085 0.21
H -2.0340 -5.1399 -3.6137 0.22
H -2.0449 -3.5391 -4.3442 0.21
H -3.0049 -3.8609 -2.8953 0.21
H -1.7029 -1.0912 -4.9761 0.22
H -0.4268 -2.2794 -5.2637 0.21
H -0.2124 -0.6112 -5.7821 0.22
H -1.1714 0.9830 -3.5019 0.21
H 0.4152 1.1842 -4.2420 0.21
H 0.2889 0.9773 -2.4925 0.20
H 1.7963 -2.1621 -3.9081 0.22
H 2.0764 -0.7680 -2.8632 0.21
H 1.9404 -0.5544 -4.6091 0.21
H -1.7332 1.0193 -1.4955 0.21
H -1.6184 0.1479 0.0437 0.22
H -3.1847 0.6585 -0.5733 0.21
H -3.0086 -0.0805 -3.4645 0.21
H -4.3366 -0.4977 -2.3865 0.22
H -3.5581 -1.7544 -3.3407 0.22
H -2.4620 -2.2333 0.2734 0.22
H -3.4335 -2.9438 -1.0332 0.21
H -3.9927 -1.5035 -0.1939 0.22
```

## Properties
total charge = +1
energy relative to the best compared isomer or geometry (same formula, charge and spin) = 0.000 eV
E = -158371.70996 eV

Molecular formula: C4H8F6Si2
Method: DFT, the ωB97M-V functional and the def2-TZVPD basis

```
20
Properties=species:S:1:pos:R:3:nbo_charge:R:1
C -0.9536 0.6057 1.8563 -0.62
C -0.1544 -0.2963 0.9031 -1.21
C -0.4985 -2.3884 -1.4525 0.19
C 1.2476 2.0956 -0.7718 0.14
F 0.0738 -3.2362 -0.5484 -0.35
F 0.4973 -2.0265 -2.3071 -0.35
F 0.2146 1.9476 -1.6593 -0.36
F 0.9281 3.1862 -0.0307 -0.35
F -2.6251 -1.4516 0.0751 -0.64
F 2.3452 -0.4842 -0.5162 -0.66
Si -1.2671 -0.8553 -0.5564 1.64
Si 1.4465 0.5295 0.3330 1.73
H -1.2292 1.5391 1.3723 0.22
H -1.8677 0.1087 2.1720 0.23
H -0.3679 0.8451 2.7403 0.23
H 0.1342 -1.2026 1.4517 0.29
H -1.2196 -2.9766 -2.0363 0.15
H 2.1412 2.3494 -1.3581 0.16
H -1.6896 0.1334 -1.5264 -0.19
H 2.8444 1.5775 1.8593 -0.24
```

## Properties
total charge = 0
E = -36338.91745 eV

Molecular formula: C4H11N2O
Method: DFT, the ωB97M-V functional and the def2-TZVPD basis

```
18
Properties=species:S:1:pos:R:3:nbo_charge:R:1
N 1.3351 0.8114 1.9246 -0.82
C 1.2112 -0.3526 1.0227 -0.33
C -0.2119 -0.3333 0.5320 0.71
N -0.5762 -0.0933 -0.6799 -0.30
C 0.4023 0.1847 -1.7519 -0.42
C -1.9926 -0.0818 -1.0993 -0.43
O -1.1874 -0.3977 1.4187 -0.60
H 1.5573 0.4273 2.8361 0.37
H 2.1106 1.4352 1.7465 0.39
H -0.8918 -0.9611 2.1508 0.52
H 1.8011 -0.0312 0.1619 0.23
H 1.6001 -1.2943 1.4022 0.25
H 1.1218 -0.6223 -1.8163 0.23
H 0.8939 1.1264 -1.5245 0.23
H -0.1415 0.3188 -2.6796 0.24
H -2.3072 -1.0859 -1.3705 0.24
H -2.0428 0.6330 -1.9158 0.23
H -2.6823 0.3167 -0.3579 0.25
```

## Properties
SMILES string = C[N+](C)=C(O)CN
total charge = +1
energy relative to the best compared isomer or geometry (same formula, charge and spin) = 1.765 eV
E = -9347.09188 eV